1.
23
Properties=species:S:1:pos:R:3:lowdin_charge:R:1 method="wB97M-V/def2-TZVPD" total_energy_ha=-516.837487 e_above_lowest_kj_mol=266.8 homo_energy_ev=-9.031 smiles="CC(C)C=O.CNC(=O)O" orbital_gap_ha=0.340
C 1.834 -0.160 -0.316 -0.3423
C 2.010 0.085 1.129 -0.1043
C 1.446 1.026 -1.162 -0.0840
C 0.688 -1.453 -0.607 -0.2277
O 0.182 -1.586 -1.685 0.0458
H 2.671 -0.718 -0.748 0.1269
H 0.939 -2.320 0.043 0.1279
H 2.525 -0.723 1.642 0.0767
H 2.298 1.698 -1.267 0.0793
H 1.129 0.707 -2.153 0.0745
H 0.943 0.138 1.567 0.0676
H 2.460 1.049 1.353 0.0807
H 0.629 1.571 -0.698 0.0704
C -2.627 1.248 0.032 -0.0614
N -1.672 0.231 -0.378 0.0138
C -1.160 -0.605 0.593 -0.6022
O -1.661 -1.886 0.493 0.0863
O -0.707 -0.206 1.673 0.0457
H -1.403 -2.377 1.285 0.1300
H -1.941 -0.281 -1.211 0.1349
H -3.619 0.825 0.241 0.0903
H -2.713 1.995 -0.756 0.0828
H -2.253 1.741 0.928 0.0886

2.
24
Properties=species:S:1:pos:R:3:lowdin_charge:R:1 method="wB97M-V/def2-TZVPD" total_energy_ha=-914.990979 e_above_lowest_kj_mol=291.0 homo_energy_ev=-9.608 smiles="CC/C=C(/[C@H](C)N)S(=O)(=O)O" orbital_gap_ha=0.376
C 0.276 0.513 -0.371 -0.1024
C -0.772 -0.099 0.068 -0.2281
C 1.033 2.935 0.061 -0.0813
C 0.361 -2.188 1.080 -0.0906
C 0.384 1.885 -0.890 -0.2476
C -0.954 -1.622 0.619 -0.4542
N -1.545 -2.275 -0.519 0.0140
O -2.714 1.645 -1.071 -0.1087
O -2.264 1.600 1.285 -0.2638
O -3.326 -0.352 0.152 -0.2807
S -2.362 0.668 0.174 0.6525
H 1.265 -0.079 -0.301 0.1522
H 2.024 2.621 0.666 0.1199
H 1.305 3.823 -0.598 0.0867
H 0.352 3.221 0.800 0.0321
H 0.947 -2.354 0.118 0.0944
H 0.993 -1.712 1.943 0.1200
H 0.288 -3.234 1.499 0.0809
H -0.528 2.211 -1.179 0.0402
H 0.976 1.926 -1.847 0.1330
H -1.652 -1.454 1.435 0.1173
H -3.421 1.294 -1.503 0.0285
H -2.454 -1.853 -0.768 0.0589
H -1.797 -3.291 -0.222 0.1270

3.
24
Properties=species:S:1:pos:R:3:lowdin_charge:R:1 method="wB97M-V/def2-TZVPD" total_energy_ha=-914.994730 e_above_lowest_kj_mol=281.2 homo_energy_ev=-9.982 smiles="C/C=C/[C@@](N)(CC)S(=O)(=O)O" orbital_gap_ha=0.384
C -0.871 0.130 -1.503 -0.1454
C -0.568 -0.104 -0.229 -0.1111
C -2.181 0.396 -2.142 -0.1057
C 0.584 1.161 2.276 -0.0328
C 1.462 0.569 1.075 -0.1952
C 0.826 -0.414 0.174 -0.4950
N 1.839 -0.821 -0.997 0.0985
O -0.330 -1.852 2.279 -0.2552
O 1.922 -2.325 1.758 -0.2497
O 0.100 -3.032 0.179 -0.1749
S 0.654 -1.918 1.277 0.6298
H -0.081 0.169 -2.328 0.1309
H -1.374 -0.149 0.416 0.1021
H -3.041 -0.336 -1.956 0.1054
H -2.031 0.432 -3.162 0.0297
H -2.584 1.416 -1.854 0.1022
H -0.365 1.519 1.855 0.0896
H 0.422 0.397 2.894 0.0065
H 1.092 1.830 2.872 0.0522
H 2.305 0.009 1.366 0.0820
H 1.788 1.542 0.637 0.1375
H 2.462 -1.362 -0.462 0.0318
H -0.826 -2.881 -0.077 0.0878
H 1.325 -1.416 -1.672 0.0791

4.
26
Properties=species:S:1:pos:R:3:lowdin_charge:R:1 method="wB97M-V/def2-TZVPD" total_energy_ha=-1711.267544 e_above_lowest_kj_mol=265.9 homo_energy_ev="-7.121 / -7.123" orbital_gap_ha="0.252 / 0.252"
C -2.218 1.886 0.220 -0.5547
C -1.011 -0.734 1.703 0.0184
C 0.982 0.850 2.190 -0.0944
C -0.623 -0.022 -1.075 -0.3380
C 0.334 -0.545 -2.015 -0.2076
C -0.192 0.834 0.055 -0.6545
N 0.038 0.326 1.285 -0.2226
O 2.369 -1.030 -0.353 -0.2922
O 0.604 -2.723 -0.405 -0.2792
O 2.140 -2.555 -2.264 -0.1702
S -2.755 2.467 -1.227 0.5635
S 0.694 2.303 -0.500 0.8142
S 1.374 -1.750 -1.103 0.6189
H -2.442 2.409 1.136 -0.0184
H -1.118 -0.712 2.815 0.1048
H -1.948 -0.482 1.299 0.0490
H -0.671 -1.702 1.266 0.0840
H 0.725 0.384 3.099 0.0669
H 1.908 0.394 1.865 0.0830
H 1.102 1.964 2.295 0.0964
H -1.160 -0.766 -0.604 0.0709
H -1.467 0.547 -1.728 0.0936
H 1.015 0.127 -2.536 0.1139
H -0.051 -1.310 -2.645 0.0969
H 2.768 -3.275 -2.146 0.1035
H -0.397 3.116 -0.627 -0.1464

5.
24
Properties=species:S:1:pos:R:3:lowdin_charge:R:1 method="wB97M-V/def2-TZVPD" total_energy_ha=-592.078547 e_above_lowest_kj_mol=146.7 homo_energy_ev=-9.179 smiles=OC[C@H]1N[C@H](CO)[C@H](O)[C@H]1O orbital_gap_ha=0.356
C 0.083 -0.669 2.347 -0.2479
C -0.498 0.133 1.188 -0.2437
C 0.862 0.497 -0.760 -0.2751
C 0.160 1.503 -1.575 -0.2114
C 0.262 -0.853 -0.766 -0.2923
C -1.005 -0.734 0.061 -0.2724
H 1.717 -0.574 1.511 0.0639
H -0.498 -1.594 2.458 0.1144
H -0.023 -0.036 3.266 0.1243
H -1.286 0.827 1.691 0.1789
H 0.615 1.852 0.853 0.1257
H 1.950 0.456 -0.938 0.1700
H -0.901 1.539 -1.249 0.1306
H 0.004 1.409 -2.662 0.1346
H 0.499 3.360 -2.006 0.0877
H 0.829 -1.675 -0.425 0.1512
H -0.080 -2.170 -2.166 0.1253
H -1.768 -0.226 -0.455 0.1352
H -2.192 -2.312 -0.202 0.1105
N 0.652 0.870 0.635 0.0242
O 1.372 -1.174 2.188 -0.0519
O 0.746 2.769 -1.292 -0.0510
O 0.005 -1.176 -2.135 -0.0225
O -1.507 -2.024 0.432 -0.0082

6.
24
Properties=species:S:1:pos:R:3:lowdin_charge:R:1 method="wB97M-V/def2-TZVPD" total_energy_ha=-591.950387 e_above_lowest_kj_mol=483.2 homo_energy_ev=-8.400 orbital_gap_ha=0.302
C 1.290 -0.105 0.633 -0.3406
C 1.500 0.973 -0.544 -0.1019
C -1.001 1.023 -1.008 -0.2067
C -1.603 0.449 0.259 -0.3721
C -1.181 -1.072 0.429 -0.3090
C 0.380 -1.196 0.335 -0.3202
H 3.252 -0.024 1.170 0.1853
H 0.941 0.320 1.584 0.1420
H 1.822 0.307 -1.426 0.1311
H 2.267 1.783 -0.226 0.1382
H 0.171 2.474 -0.248 0.0708
H -0.858 0.146 -1.768 0.1461
H -1.684 1.722 -1.656 0.1389
H -2.731 0.506 0.210 0.1461
H -2.362 1.450 1.952 0.3111
H -1.484 -1.021 1.476 0.1367
H -1.291 -2.359 -0.932 0.1381
H 0.841 -2.104 0.939 0.1923
H 1.400 -2.112 -0.984 0.1866
N 0.239 1.753 -0.918 -0.0600
O 2.613 -0.734 0.646 -0.1087
O -1.149 1.152 1.422 -0.1453
O -1.982 -1.917 -0.323 -0.0033
O 0.610 -1.416 -1.023 -0.0955

7.
25
Properties=species:S:1:pos:R:3:lowdin_charge:R:1 method="wB97M-V/def2-TZVPD" total_energy_ha=-667.329795 e_above_lowest_kj_mol=96.9 homo_energy_ev=-9.176 smiles=OC[C@@H]1N[C@H](O)[C@@H](O)[C@H](O)[C@@H]1O orbital_gap_ha=0.359
C 2.371 0.225 -0.062 -0.2404
C 1.019 0.282 -0.735 -0.2175
C -1.329 0.993 -0.433 -0.3598
C -1.760 -0.297 0.326 -0.2695
C -0.533 -1.139 0.638 -0.2705
C 0.420 -1.135 -0.558 -0.3215
H 2.593 2.029 0.720 0.0812
H 2.989 -0.295 -0.805 0.1301
H 2.440 -0.292 0.911 0.1359
H 1.225 0.631 -1.768 0.1580
H 0.197 2.242 -0.291 0.1223
H -1.491 0.846 -1.512 0.1603
H -3.009 1.755 -0.028 0.1066
H -2.276 -0.054 1.227 0.1506
H -2.906 -1.780 -0.326 0.1062
H -0.917 -2.138 0.953 0.1706
H 0.015 0.302 1.736 0.1000
H -0.249 -1.260 -1.455 0.1654
H 1.676 -2.445 -1.227 0.1133
N 0.066 1.266 -0.129 0.0365
O 3.026 1.451 0.092 -0.0486
O -2.095 2.054 0.082 0.0082
O -2.579 -0.928 -0.646 -0.0214
O 0.096 -0.678 1.829 -0.0191
O 1.317 -2.147 -0.392 0.0232

8.
21
Properties=species:S:1:pos:R:3:lowdin_charge:R:1 method="wB97M-V/def2-TZVPD" total_energy_ha=-689.196790 e_above_lowest_kj_mol=412.7 homo_energy_ev="-7.723 / -7.722" orbital_gap_ha="0.291 / 0.291"
C 0.200 -1.268 1.330 -0.0158
C -0.468 -0.400 0.618 -0.1669
C -1.814 0.091 -1.292 -0.1300
C -2.221 1.368 0.771 -0.0763
C 3.066 -0.726 -0.687 -0.1758
C -1.855 0.025 0.201 -0.5050
N 2.477 0.372 0.054 -0.6050
S 1.186 1.220 -0.488 0.7545
H 1.264 -1.274 1.273 0.0181
H -0.273 -2.130 1.920 0.0988
H -0.735 0.528 -1.377 -0.0212
H -2.466 0.837 -1.819 0.0931
H -1.700 -0.995 -1.738 0.1222
H -1.881 1.695 1.739 0.0831
H -3.266 1.506 0.633 0.0733
H -1.762 2.042 0.083 0.0561
H 2.340 -1.200 -1.180 0.0239
H 3.935 -0.443 -1.351 0.0977
H 3.461 -1.403 0.011 0.0558
H -2.495 -0.794 0.560 0.1384
H 3.008 0.948 0.739 0.0811

9.
20
Properties=species:S:1:pos:R:3:lowdin_charge:R:1 method="wB97M-V/def2-TZVPD" total_charge=-1 total_energy_ha=-311.558277 e_above_lowest_kj_mol=193.8 homo_energy_ev=-2.424 smiles=CCCCCC[O-] orbital_gap_ha=0.241
C -1.000 1.692 0.953 -0.5264
O -1.157 1.851 -0.413 -0.3888
C 0.518 1.509 1.338 -0.2511
C 1.179 0.522 0.305 -0.1846
C 0.601 -1.059 0.419 -0.2324
C -0.465 -1.436 -0.568 -0.2602
C -0.272 -1.257 -2.216 -0.0927
H -1.325 2.516 1.715 0.0771
H -1.569 0.709 1.254 0.0760
H 0.858 2.487 1.588 0.0619
H 0.422 0.884 2.279 0.0782
H 2.269 0.252 0.672 0.1027
H 0.899 0.962 -0.654 0.0674
H 0.201 -1.038 1.528 0.1166
H 1.416 -1.729 0.381 0.0499
H -0.743 -2.545 -0.369 0.1038
H -1.316 -0.750 -0.417 0.0713
H -0.386 -0.293 -2.579 0.0070
H -0.983 -1.896 -2.789 0.0524
H 0.853 -1.380 -2.425 0.0720

10.
20
Properties=species:S:1:pos:R:3:lowdin_charge:R:1 method="wB97M-V/def2-TZVPD" s_squared=0.759 total_energy_ha=-311.511697 e_above_lowest_kj_mol=130.6 homo_energy_ev="-8.996 / -9.057" orbital_gap_ha="0.368 / 0.264" spin_multiplicity=2
C -0.379 -0.721 -2.139 -0.3634
O -1.168 0.262 -1.564 -0.0799
C 0.082 -1.850 -1.199 -0.0981
H 0.530 -0.269 -2.595 0.1210
H -0.947 -1.247 -2.910 0.1213
H 0.760 -2.608 -1.716 0.0943
H -0.807 -2.375 -0.855 0.0644
H 0.640 -1.415 -0.324 0.0671
C 0.287 1.819 0.111 -0.0443
C 0.331 0.842 1.214 -0.4473
C 1.453 0.426 1.846 0.0264
C -1.072 0.306 1.584 -0.0667
H -0.191 1.056 -0.723 0.0801
H 1.286 2.228 -0.117 0.0905
H -0.462 2.592 0.254 0.0857
H 1.419 -0.329 2.617 0.0524
H 2.417 0.822 1.504 0.0603
H -1.035 -0.111 2.648 0.0945
H -1.349 -0.528 0.849 0.0798
H -1.795 1.101 1.512 0.0619